DFT (wB97M-V/def2-TZVPD) results for a 2-piece molecular cluster, C3H2INS overall.

Structure (XYZ):
```
8
Properties=species:S:1:pos:R:3:forces:R:3:nbo_charge:R:1
H 1.457 -2.180 -1.358 0.242 -0.482 -0.980 0.23
N 0.082 -1.901 0.243 -1.166 -0.123 1.229 -0.30
C -0.395 1.406 -0.061 -1.477 0.662 1.530 -0.26
C 0.643 -2.203 -0.695 1.157 0.472 -0.263 0.07
H 1.564 1.897 1.084 -1.024 1.560 -2.810 0.18
I -2.862 -0.473 0.557 -0.056 0.415 0.176 0.30
C -1.432 0.932 0.438 1.923 0.115 -1.785 -0.28
S 0.942 2.521 -0.208 0.402 -2.619 2.904 0.05
```
Positions in Å, forces in eV/Å.

orbital gap: 8.81 eV
F_max: 3.931 eV/Å
structure (SMILES): SC#CI.C#N
E_tot: -866.001607 a.u.
spin multiplicity: 1


DFT (wB97M-V/def2-TZVPD) results for C58H51P3SiY as an isolated structure.

Structure (XYZ):
```
114
Properties=species:S:1:pos:R:3:forces:R:3:mulliken_charge:R:1
H -2.653 6.361 0.214 -0.076 0.117 -0.026 0.42
H -0.913 -0.159 -2.910 0.125 -0.002 0.011 0.62
C -6.337 -2.305 1.864 -0.040 -0.082 0.047 -0.64
C 3.817 2.369 -1.318 -0.049 -0.105 0.087 -0.66
H 3.318 2.757 5.284 0.015 0.040 0.146 0.47
H -3.496 -3.680 3.077 -0.032 -0.074 -0.001 0.49
C 1.773 1.643 2.479 -0.608 0.148 -0.278 0.48
H 0.851 -2.420 6.225 0.045 0.007 0.097 0.48
H -3.751 1.254 6.094 -0.087 0.030 0.048 0.46
C -0.737 1.875 -2.197 -0.025 -0.434 0.226 0.46
C -0.952 5.523 1.206 -0.038 0.085 0.011 -0.98
C -0.318 -4.602 3.923 0.070 -0.131 0.023 -1.04
C -2.076 5.470 0.401 0.009 0.107 -0.018 -0.90
H 2.769 2.630 -1.415 0.013 0.076 -0.054 0.25
C -4.149 -2.953 2.617 0.203 0.157 0.075 -0.56
C -0.247 4.364 1.480 0.117 0.033 -0.190 -0.63
C 0.608 0.932 -3.965 0.160 -0.099 -0.159 -0.91
H -2.503 3.335 5.626 -0.004 0.129 0.065 0.44
C -5.851 -1.057 1.503 -0.051 0.021 -0.074 -0.73
C 4.512 -3.205 -0.707 0.013 -0.012 -0.034 -0.76
H -4.358 0.061 -1.013 -0.064 -0.020 -0.002 0.10
C -1.669 -3.609 -1.623 0.219 -0.102 0.325 -1.40
C 3.666 -3.417 1.531 -0.032 -0.162 0.037 -0.68
C -1.719 3.118 0.054 -0.129 -0.128 0.349 -0.62
C -5.856 1.926 -3.399 0.004 -0.063 0.047 -0.64
C 1.212 2.165 -4.162 -0.040 -0.126 -0.055 -0.59
H -6.430 0.149 -2.347 -0.071 -0.043 0.016 0.47
H 0.589 -4.999 -2.501 0.018 0.079 -0.141 0.33
C -0.371 0.787 -2.996 -0.123 0.063 0.245 -0.40
H -7.377 -2.545 1.712 -0.119 -0.006 0.000 0.41
C -1.065 -2.365 3.443 0.162 -0.053 -0.383 1.10
H 1.264 4.224 -3.575 0.069 0.080 -0.016 0.47
C 0.326 -5.113 -1.451 -0.256 0.085 0.295 -1.72
C -3.654 -1.710 2.246 0.156 -0.094 -0.554 0.13
C -2.365 2.472 4.994 0.046 0.087 0.056 -1.04
C 0.340 -4.142 5.054 0.000 0.024 -0.012 -0.70
C 4.114 1.029 2.505 0.054 -0.025 0.061 -0.46
H -2.300 -4.492 -1.551 -0.206 -0.009 -0.037 0.44
C -5.673 0.907 -2.479 -0.175 -0.019 -0.078 -0.66
C 4.798 3.140 -1.909 0.087 0.135 -0.046 -0.61
H -0.532 -4.020 0.161 -0.069 0.027 -0.039 -0.49
H 6.899 3.387 -2.228 0.082 0.060 -0.060 0.40
H -4.120 0.204 1.390 -0.057 0.025 0.013 0.67
H 7.515 1.366 -0.962 0.084 -0.032 -0.004 0.43
H -3.495 -0.678 4.597 -0.069 -0.025 0.045 0.53
H -0.338 -5.969 -1.356 -0.068 -0.219 -0.024 0.46
C -3.518 1.822 -1.903 0.043 -0.610 0.382 0.56
C -0.992 -3.716 3.106 0.014 0.086 0.007 -0.70
H 0.878 -4.831 5.688 0.035 -0.071 0.047 0.43
H -2.900 3.538 -3.048 0.022 0.045 -0.010 0.46
H -6.516 -0.316 1.084 -0.036 0.062 -0.044 0.48
H -0.298 -5.652 3.672 0.037 -0.106 -0.029 0.46
C 1.956 2.237 3.722 0.128 0.125 0.214 -0.30
H -0.640 6.458 1.642 0.032 0.155 0.046 0.44
C 6.130 2.783 -1.772 -0.016 0.068 -0.053 -0.68
C -1.265 1.418 3.109 0.404 -0.153 -0.383 0.92
C 0.822 3.254 -3.402 -0.068 0.031 0.017 -0.92
H -0.398 -0.852 4.816 -0.001 0.013 0.042 0.21
H 1.114 2.687 4.227 -0.060 0.071 0.083 0.38
C 4.074 -1.896 -0.746 -0.100 0.054 0.106 -0.93
H -0.423 3.970 -1.824 0.025 0.008 0.060 0.29
C 5.499 0.864 -0.476 -0.102 -0.060 0.043 -0.22
C 0.597 -2.630 -1.058 0.207 -0.325 0.251 -0.42
H 1.972 2.281 -4.919 0.083 -0.023 -0.080 0.45
C -3.077 1.312 5.252 -0.045 -0.141 0.008 -0.99
H 4.528 4.017 -2.478 -0.018 0.107 -0.048 0.48
C 3.196 2.262 4.334 -0.031 0.033 0.101 -0.91
P -1.896 -1.217 2.296 0.181 0.412 0.543 2.45
C -4.510 0.857 -1.732 0.129 0.091 0.107 -0.38
C -5.488 -3.245 2.422 -0.133 -0.079 0.007 -0.69
H 5.248 1.650 4.206 0.079 -0.018 0.055 0.45
H -5.001 3.656 -4.323 0.014 0.055 -0.068 0.42
C -4.512 -0.768 1.674 0.148 -0.003 0.077 -0.66
P -2.010 1.576 -0.892 0.247 0.864 -0.542 1.26
H 3.492 -4.023 2.407 -0.005 -0.026 0.111 0.49
H 0.890 0.088 -4.578 0.021 -0.074 -0.042 0.51
Si 0.038 1.501 1.684 -0.119 0.310 0.621 2.30
C 6.476 1.646 -1.061 0.087 0.024 0.014 -0.88
H -2.222 -2.768 -1.182 -0.073 0.062 -0.080 0.17
C -2.449 4.274 -0.188 -0.139 -0.155 -0.001 -0.48
C -0.140 3.112 -2.416 0.139 0.038 0.032 -0.27
C 4.280 1.646 3.730 0.054 -0.042 -0.044 -1.02
C -1.480 2.521 3.933 -0.113 0.078 0.224 -0.35
H -6.766 1.974 -3.976 -0.065 0.007 -0.060 0.41
C 4.163 1.235 -0.590 -0.585 0.064 -0.538 0.50
C 3.220 -2.105 1.500 0.045 0.242 -0.095 -0.79
H 0.622 4.406 2.123 0.078 0.033 0.126 0.54
H -1.458 -4.066 2.195 -0.057 -0.106 -0.031 0.54
H 4.676 -4.982 0.473 0.001 -0.089 0.021 0.42
C -0.339 -3.844 -0.907 0.220 0.033 -0.342 1.66
Y -0.149 -0.621 -0.086 -0.600 -0.154 -1.124 -1.78
C 2.877 1.040 1.869 -0.158 -0.008 -0.125 0.28
C -0.384 -1.904 4.567 -0.072 0.065 -0.090 -0.67
H -0.957 3.448 3.743 0.043 0.061 -0.003 0.50
C -4.861 2.873 -3.592 0.020 0.073 -0.059 -0.83
H 1.558 -2.925 -0.618 0.066 0.052 -0.097 -0.41
C 4.322 -3.962 0.439 -0.063 -0.021 0.036 -0.69
H -5.868 -4.216 2.707 -0.044 -0.045 0.032 0.46
H 0.806 -2.518 -2.137 0.032 0.075 0.012 0.36
H 2.699 -1.682 2.355 0.072 -0.008 0.025 0.47
H 4.988 -3.640 -1.573 0.078 -0.033 -0.062 0.44
C 3.456 -1.327 0.369 -0.206 -0.040 -0.143 0.51
P 2.760 0.348 0.170 0.313 -0.273 0.743 2.35
C -3.686 2.817 -2.864 0.090 -0.040 0.107 -0.35
H 4.953 0.536 2.037 0.093 0.011 0.014 0.30
C -0.632 3.142 0.943 0.271 -0.407 0.082 0.86
C 0.320 -2.791 5.361 0.035 -0.045 0.056 -0.67
H 1.235 -5.327 -0.894 0.156 -0.034 0.021 0.39
H 4.206 -1.298 -1.639 0.050 -0.072 -0.051 0.54
C -2.924 0.224 4.418 -0.042 -0.045 0.046 -0.13
H -3.314 4.239 -0.834 -0.070 0.075 -0.034 0.56
H -1.485 -3.409 -2.679 -0.063 0.094 -0.065 0.32
C -2.030 0.274 3.349 0.018 0.088 -0.233 -1.04
H 5.778 -0.038 0.052 0.012 -0.012 0.017 0.43
```
Positions in Å, forces in eV/Å.

orbital gap: 6.72 eV
F_max: 1.284 eV/Å
E_tot: -3592.482496 a.u.
spin multiplicity: 1
charge: +1


DFT (wB97M-V/def2-TZVPD) results for one molecule with the formula C7H8OSi.

Structure (XYZ):
```
17
Properties=species:S:1:pos:R:3:forces:R:3:nbo_charge:R:1
H 0.189 -2.393 -1.044 0.908 -1.466 -0.320 0.20
H 0.197 -0.662 3.178 -0.744 0.608 -0.022 -0.20
C 1.866 1.362 0.748 0.544 -0.217 2.703 0.05
C 0.473 -1.249 0.732 -1.282 -0.273 -1.368 -0.62
Si -0.151 0.079 1.911 0.173 -0.860 0.138 1.38
H -1.546 -1.361 -1.796 -1.054 0.133 -0.507 0.20
C 0.039 -1.501 -0.515 -0.670 2.152 0.780 -0.19
H 2.869 1.336 1.181 0.021 0.080 -1.229 0.21
C -0.881 -0.677 -1.318 0.191 0.461 -0.551 -0.18
C -0.842 0.634 -1.644 0.493 -0.313 1.203 -0.23
H 0.047 2.682 -1.214 -0.121 -2.463 0.131 0.23
O 1.005 1.282 1.853 -0.610 0.263 0.694 -0.87
H 1.089 -2.046 1.083 0.500 -0.302 0.800 0.22
H -1.705 0.446 1.734 1.920 -0.227 0.168 -0.16
C 1.250 1.289 -0.367 0.641 0.038 -1.027 -0.02
C 0.179 1.509 -1.057 -0.983 3.174 -1.352 -0.25
H -1.600 1.200 -2.185 0.074 -0.787 -0.240 0.23
```
Positions in Å, forces in eV/Å.

orbital gap: 8.42 eV
F_max: 3.587 eV/Å
structure (SMILES): C1=C/C=C\C=C/[SiH2]OC=1
E_tot: -636.130661 a.u.
spin multiplicity: 1


DFT (wB97M-V/def2-TZVPD) results for one molecule with the formula C4H7N.

Structure (XYZ):
```
12
Properties=species:S:1:pos:R:3:forces:R:3:nbo_charge:R:1
H -1.392 -2.221 -0.103 0.716 -0.588 -0.969 0.23
C 0.658 -0.580 -1.582 -1.434 1.619 0.510 -0.41
N 0.198 1.042 0.134 1.766 -0.794 1.607 -0.45
H 0.996 2.397 1.577 -1.969 -2.081 -0.425 0.19
C -1.045 -1.291 0.293 0.972 2.250 -1.200 -0.66
H -0.718 -1.448 1.268 0.274 -0.353 1.939 0.21
H 1.135 0.193 -2.251 -0.234 -0.339 1.706 0.21
C 0.012 -0.335 -0.378 -0.146 -0.208 -2.387 0.15
C 0.380 1.386 1.375 0.059 0.420 -1.211 -0.04
H 0.005 0.809 2.275 0.791 0.364 -0.904 0.15
H -1.928 -0.684 0.297 -0.672 0.464 0.428 0.22
H 0.487 -1.420 -2.245 -0.123 -0.754 0.904 0.20
```
Positions in Å, forces in eV/Å.

orbital gap: 9.68 eV
F_max: 2.896 eV/Å
structure (SMILES): C=NC(=C)C
E_tot: -211.264196 a.u.
spin multiplicity: 1


DFT (wB97M-V/def2-TZVPD) results for one molecule with the formula C4H6N2O.

Structure (XYZ):
```
13
Properties=species:S:1:pos:R:3:forces:R:3:nbo_charge:R:1
H 2.307 -1.902 0.814 -0.121 -0.001 -0.077 0.20
H 0.900 -2.862 0.218 0.057 0.125 0.017 0.21
H -0.493 2.762 -1.079 -0.092 -0.144 -0.001 0.16
O 0.490 -1.207 1.374 0.237 -0.024 0.171 -0.33
C 1.305 -1.862 0.383 0.057 -0.045 -0.101 -0.27
C -0.483 -0.066 0.730 -0.187 -0.374 0.003 0.56
H -2.185 1.758 -2.145 0.025 -0.090 0.078 0.34
N -1.830 1.179 -1.386 0.200 0.287 0.011 -0.67
H 1.305 -1.279 -0.541 0.004 -0.084 0.114 0.20
C -0.139 1.161 0.313 -0.048 -0.046 0.046 -0.59
H 0.618 1.700 0.869 -0.093 -0.075 -0.073 0.25
C -0.860 1.766 -0.796 -0.072 -0.110 0.002 0.12
N -0.996 -1.206 0.927 0.034 0.580 -0.190 -0.19
```
Positions in Å, forces in eV/Å.

orbital gap: 9.19 eV
F_max: 0.612 eV/Å
E_tot: -340.572385 a.u.
spin multiplicity: 1


| no. | E_HOMO (eV) |
| --- | --- |
| 1 | -8.6 |
| 2 | -9.4 |
| 3 | -8.5 |
| 4 | -9.0 |
| 5 | -8.3 |